1.
# C62H78BClF5N2O4SSeTl

A molecular structure, C62H78BClF5N2O4SSeTl (ωB97M-V/def2-TZVPD, the OMol25 dataset).

## Properties
F_max, eV/A: 0.76
Total charge: -2
Energy relative to the best compared isomer or geometry (same formula, charge and spin), kJ/mol: 13.01

Element x y z (Å)
Tl (0.70693, -0.61545, -0.70219)
Se (-0.56081, 1.45877, 1.07350)
Cl (3.41750, 0.05197, -6.28445)
S (0.35229, -2.85483, -2.14565)
F (-0.53574, -2.97575, 0.82102)
F (-0.19558, -5.56949, -3.09987)
F (-1.99187, -7.41123, 0.79568)
F (-1.24237, -7.64106, -1.80421)
F (-1.65586, -5.05112, 2.06371)
O (4.49333, -0.51939, -3.46417)
O (0.07486, 1.08589, -2.00806)
O (2.40588, -0.55682, -2.59870)
O (-1.66065, -0.85249, -0.65750)
N (3.36548, -1.90805, 1.00945)
N (3.24225, 0.36776, 1.26218)
C (5.65779, -3.01916, -1.09182)
C (1.58073, 0.13899, 3.74105)
C (-1.06730, -6.48012, -1.16074)
C (-5.52144, -0.86824, 4.32179)
C (4.17171, -3.14711, -1.46568)
C (2.06991, 3.66256, 2.56071)
C (-5.25091, 0.44809, 3.57649)
C (-4.68724, 1.45457, 4.58136)
C (2.49632, -3.49899, 3.34014)
C (-4.64571, -0.69049, 1.38886)
C (-1.44643, -6.37299, 0.15483)
C (2.70995, -4.09083, 1.95153)
C (-2.60888, 6.01077, -0.94399)
C (2.76926, 3.92877, 0.29047)
C (2.23425, 4.46789, 1.45102)
C (-0.58983, 2.16823, -1.72772)
C (-1.68202, 4.21253, -2.48032)
C (-2.20446, 0.50747, 1.23022)
C (3.16019, -5.28454, -0.53757)
C (4.40834, -0.11409, 1.87855)
C (-1.58129, 3.79570, -0.15336)
C (-1.51445, 1.24124, -4.50644)
C (2.65216, -6.03608, 0.51241)
C (-2.78177, 6.31475, 0.54503)
C (3.44902, 2.82803, -2.29175)
C (-0.85458, 2.61222, -4.26991)
C (-3.99567, 6.03860, -1.60332)
C (-4.25259, -1.15689, -2.16186)
C (3.14452, 2.58924, 0.22226)
C (2.39691, 2.30601, 2.53783)
C (4.06100, -3.72917, -2.87250)
C (5.32733, 1.98594, -0.87007)
C (2.60885, -0.80449, -4.91778)
C (-3.05252, 0.81373, 2.29229)
C (-0.95180, 2.58182, -0.42118)
C (2.92208, 1.77339, 1.34945)
C (0.63743, 2.54778, -4.64405)
C (2.13411, 1.55877, 3.84501)
C (-1.04377, 3.02687, -2.79746)
C (-5.82812, -2.29377, -0.62230)
C (-4.35695, -1.91203, -0.82220)
C (-0.52120, -5.39599, -1.81243)
C (3.25598, -0.56274, -3.54327)
C (-0.30718, -4.15869, -1.20637)
C (-1.51054, 3.61056, -5.22935)
C (-1.25486, -5.17357, 0.79584)
C (3.14749, -3.32935, 0.85264)
C (4.47442, -1.44743, 1.74531)
C (3.10426, -4.37831, 4.43766)
C (-4.28662, 0.19529, 2.41780)
C (-1.94621, 4.65275, -1.17394)
C (1.01448, -3.24873, 3.63722)
C (-6.58204, 1.00124, 3.04498)
C (3.80324, 2.04115, -1.03369)
C (-2.49717, -0.47953, 0.25591)
C (-3.53972, -3.20803, -0.91195)
C (2.45986, -5.44942, 1.75279)
C (3.36278, 1.58508, 4.76382)
C (-1.74041, 7.12057, -1.55715)
C (3.44439, -3.93151, -0.38499)
C (-0.68166, -4.10805, 0.13042)
C (-3.83682, -1.01868, 0.31530)
B (2.56471, -0.76062, 0.65136)
H (-2.00967, 4.84582, -3.29904)
H (0.87774, -2.95337, 4.68507)
H (4.60428, -3.07331, -3.56053)
H (-4.62451, -1.78995, -2.97814)
H (1.36557, 2.15422, 4.34388)
H (3.75640, -2.14516, -1.49772)
H (-5.63716, -1.13365, 1.43219)
H (1.14744, -0.15255, 4.70310)
H (2.51970, -5.29179, 4.59324)
H (5.73397, 3.00207, -0.78151)
H (-4.47361, 7.01784, -1.46219)
H (-1.81589, 6.32339, 1.06245)
H (-3.24586, 7.29946, 0.66874)
H (-3.92164, -3.84326, -1.72218)
H (-1.63251, 6.98821, -2.63836)
H (-6.19493, -0.70283, 5.17379)
H (3.01255, -2.54801, 3.37992)
H (2.36615, 2.94040, -2.39655)
H (0.79706, 0.06267, 2.98682)
H (-3.42283, 5.57224, 1.03185)
H (2.09456, -6.05386, 2.57902)
H (0.43379, -4.15607, 3.46016)
H (3.90982, 3.82437, -2.28898)
H (2.42969, -7.08950, 0.36990)
H (6.14690, -4.00199, -1.13361)
H (-4.63978, 5.26923, -1.16507)
H (4.16925, 0.97677, 4.35137)
H (-1.78209, 4.03595, 0.88382)
H (-1.35315, 3.26454, -6.25633)
H (-4.50220, 2.42673, 4.11073)
H (3.10699, 1.17729, 5.74942)
H (-5.40454, 1.60115, 5.39742)
H (2.66903, -1.86666, -5.13575)
H (5.79098, -2.61114, -0.08600)
H (-2.59179, 3.69168, -5.06147)
H (-7.05206, 0.30226, 2.34604)
H (-6.41602, 1.94446, 2.51506)
H (1.10438, 3.53282, -4.52320)
H (-3.21710, -0.88486, -2.37219)
H (2.89224, 4.56107, -0.58243)
H (4.52135, -4.72322, -2.93841)
H (-0.73747, 7.10353, -1.11678)
H (-4.85536, -0.24036, -2.13058)
H (-2.58807, 1.29238, -4.29249)
H (0.60562, -2.46112, 3.00523)
H (5.10674, 0.55253, 2.35980)
H (-2.71644, 1.55660, 3.00604)
H (3.45442, 1.02478, -1.19507)
H (5.75952, 1.49746, -1.74689)
H (3.82606, 2.29274, -3.16690)
H (1.56795, -0.49721, -4.90061)
H (-6.47142, -1.40856, -0.54383)
H (3.11197, -3.83013, 5.38445)
H (-5.97150, -2.91133, 0.27439)
H (1.62666, 4.07420, 3.46610)
H (0.75398, 2.24487, -5.69298)
H (-6.16037, -2.87957, -1.48737)
H (-5.98212, -1.60823, 3.65990)
H (-3.92668, 5.84492, -2.67858)
H (1.16537, 1.83847, -4.00980)
H (6.14384, -2.33837, -1.79563)
H (-3.74547, 1.09945, 5.01495)
H (2.36493, -0.57878, 3.49553)
H (-1.06677, 4.60949, -5.14065)
H (1.92259, 5.50946, 1.47738)
H (-3.60161, -3.76957, 0.02855)
H (3.73297, 2.60573, 4.89619)
H (3.02261, -3.79353, -3.19716)
H (5.62585, 1.41743, 0.01381)
H (-2.49654, -2.97232, -1.11914)
H (5.23356, -2.13040, 2.09419)
H (3.34298, -5.76370, -1.49379)
H (-2.18645, 8.10805, -1.37537)
H (-1.07101, 0.47976, -3.86388)
H (-7.28400, 1.18220, 3.87024)
H (-4.58382, -1.29219, 4.69402)
H (-1.38384, 0.93745, -5.55409)
H (4.13193, -4.66923, 4.19859)

Cartesian forces, eV/Å:
Tl 0.145 -0.305 0.104
Se 0.025 0.260 0.356
Cl -0.045 -0.069 0.108
S 0.197 0.172 -0.080
F 0.076 0.182 0.227
F 0.045 -0.055 -0.172
F -0.180 -0.338 0.208
F -0.035 -0.290 -0.171
F -0.035 0.101 0.382
O -0.363 0.258 0.072
O 0.150 0.213 0.053
O 0.572 0.141 -0.480
O -0.076 0.199 0.243
N 0.103 -0.005 0.313
N 0.314 -0.050 0.050
C -0.024 0.013 0.052
C 0.046 -0.071 -0.012
C 0.076 0.104 -0.179
C -0.011 -0.056 0.025
C 0.033 -0.117 0.075
C -0.034 0.033 0.037
C 0.015 -0.004 -0.016
C 0.062 0.053 0.019
C -0.120 -0.176 -0.110
C -0.040 0.014 -0.023
C 0.053 0.093 -0.007
C -0.130 0.111 -0.107
C 0.014 -0.027 -0.006
C 0.048 0.029 0.027
C 0.005 0.012 -0.092
C -0.254 -0.046 -0.087
C 0.007 0.047 -0.015
C -0.018 -0.082 0.021
C -0.020 -0.082 -0.019
C -0.298 0.159 -0.028
C -0.016 -0.022 -0.112
C 0.052 -0.039 -0.023
C 0.007 0.045 0.060
C 0.014 -0.026 0.079
C -0.043 0.012 -0.012
C 0.018 -0.023 0.118
C -0.074 0.006 -0.040
C 0.007 0.076 0.052
C -0.079 -0.033 -0.024
C 0.026 -0.044 0.011
C 0.128 -0.016 0.000
C -0.006 0.015 0.005
C -0.117 0.179 0.031
C -0.097 -0.109 -0.115
C 0.145 -0.088 -0.152
C -0.045 -0.215 -0.088
C -0.057 0.018 0.074
C 0.040 -0.079 -0.070
C 0.061 -0.060 -0.028
C -0.054 -0.067 0.008
C -0.003 0.040 0.027
C 0.060 -0.069 -0.106
C -0.011 -0.320 0.411
C 0.134 -0.001 -0.109
C -0.064 0.040 -0.058
C 0.137 0.144 -0.048
C 0.094 0.180 0.028
C -0.256 -0.215 -0.178
C 0.047 -0.071 0.002
C 0.087 0.003 -0.041
C 0.034 -0.051 -0.045
C 0.027 0.002 0.008
C -0.068 0.024 -0.017
C -0.024 0.097 0.062
C -0.095 -0.080 -0.125
C 0.033 0.061 0.000
C -0.041 -0.034 -0.065
C -0.008 0.023 0.043
C 0.051 0.052 -0.028
C 0.082 0.110 -0.003
C 0.039 -0.021 0.135
C 0.035 -0.018 -0.055
B -0.303 0.185 -0.087
H 0.051 -0.040 0.112
H 0.034 -0.002 -0.126
H -0.112 -0.036 0.093
H 0.039 0.062 0.088
H -0.061 0.019 -0.013
H -0.101 0.167 -0.048
H 0.135 0.052 0.017
H 0.044 0.008 -0.029
H 0.074 0.081 -0.025
H -0.009 -0.090 -0.004
H 0.050 -0.105 -0.015
H -0.116 0.004 -0.051
H 0.028 -0.064 0.000
H 0.023 0.049 0.080
H -0.003 0.012 0.118
H 0.059 -0.019 -0.092
H 0.091 0.198 -0.014
H 0.106 -0.011 0.002
H 0.029 -0.010 0.037
H 0.068 0.081 -0.043
H 0.027 0.081 -0.086
H -0.036 -0.002 0.012
H -0.043 -0.068 -0.012
H -0.005 0.081 -0.001
H -0.029 0.110 -0.001
H 0.059 0.073 -0.051
H -0.020 0.010 0.020
H 0.015 -0.010 -0.032
H -0.020 0.027 0.073
H -0.019 -0.114 0.065
H 0.020 0.042 -0.101
H 0.066 -0.003 -0.065
H 0.002 -0.088 -0.030
H 0.000 -0.064 -0.144
H 0.132 -0.006 -0.022
H 0.050 0.084 0.075
H -0.024 -0.078 0.040
H -0.045 -0.083 -0.005
H -0.064 -0.033 0.024
H -0.029 -0.089 0.098
H -0.056 0.046 0.017
H -0.108 0.013 -0.048
H 0.059 -0.105 -0.010
H 0.082 -0.003 -0.017
H -0.003 -0.037 -0.031
H -0.034 -0.023 -0.051
H -0.023 -0.009 -0.019
H -0.044 -0.151 -0.042
H -0.005 0.035 0.036
H -0.038 -0.007 0.051
H 0.015 0.067 -0.063
H 0.066 -0.121 -0.029
H -0.010 -0.038 -0.038
H 0.012 0.096 -0.131
H 0.069 -0.051 -0.116
H -0.016 -0.003 0.137
H 0.025 0.054 0.094
H 0.056 0.069 0.071
H -0.014 0.021 0.119
H 0.004 -0.064 0.000
H -0.011 -0.074 0.009
H -0.115 0.051 -0.055
H -0.054 0.052 0.006
H -0.048 -0.110 -0.052
H 0.057 -0.126 0.003
H -0.015 0.065 -0.099
H -0.012 -0.057 -0.004
H -0.067 -0.033 0.031
H -0.040 0.016 -0.037
H -0.211 0.024 -0.025
H -0.042 0.035 0.007
H -0.034 0.079 0.091
H 0.045 -0.106 -0.029
H -0.043 0.048 -0.042
H 0.064 -0.019 -0.082
H -0.082 0.028 -0.019
H -0.019 0.055 0.115
H -0.079 0.024 0.018

---

2.
# C9H9BBr2F4MnO2

A molecular structure, C9H9BBr2F4MnO2 in a non-equilibrium geometry (ωB97M-V/def2-TZVPD, the OMol25 dataset).

## Properties
Spin multiplicity: 6
F_max, eV/A: 3.19
Energy relative to the best compared isomer or geometry (same formula, charge and spin), kJ/mol: 301.04

Element x y z (Å)
Br (1.58058, -1.57228, 1.88879)
Br (3.17131, -0.77864, -2.08922)
Mn (1.38687, -0.95259, -0.58015)
F (2.29154, -4.40965, -0.08132)
F (1.09351, -2.72011, -1.09898)
F (0.54925, -4.84698, -1.55682)
F (0.12362, -4.05369, 0.62395)
O (1.34496, 0.88127, -0.13139)
O (-0.66658, -0.89474, -0.61684)
C (-1.45527, -0.03639, -0.20019)
C (-1.65155, 3.65886, 0.40057)
C (-2.00821, 2.36823, 0.43929)
C (0.30971, 1.73020, -0.06867)
C (0.60938, 3.11586, -0.11350)
C (2.96332, -1.58794, 0.52916)
C (-2.84316, -0.53644, 0.09450)
C (-1.03889, 1.33081, 0.14048)
C (-0.35019, 4.06362, 0.10608)
B (0.97690, -4.22966, -0.42320)
H (-2.99901, 2.01158, 0.60136)
H (-0.09698, 5.10450, 0.08168)
H (-3.57998, 0.23872, 0.04630)
H (-3.06266, -1.37550, -0.55214)
H (3.35868, -2.55740, 0.36723)
H (-2.88779, -0.98634, 1.09896)
H (1.65786, 3.44677, -0.30044)
H (-2.42720, 4.36235, 0.63877)
H (3.64999, -0.77441, 0.75573)

Cartesian forces, eV/Å:
Br 0.509 -0.337 0.512
Br 1.599 0.034 -1.018
Mn -2.835 0.300 0.316
F -0.169 -0.514 0.242
F -0.245 -0.790 0.046
F -0.099 -0.637 0.800
F 0.077 -0.438 -0.356
O -1.189 1.534 -0.146
O 0.518 0.042 -0.652
C 0.019 0.468 1.604
C -0.891 1.124 0.536
C 1.449 -2.688 -0.917
C 1.145 -0.723 0.474
C 1.137 0.390 -0.104
C 0.570 1.562 0.807
C 0.247 -0.311 0.236
C -0.447 0.402 -0.692
C 0.148 -0.662 0.001
B 0.170 1.037 -1.059
H -0.631 0.341 0.237
H 0.070 0.357 -0.040
H -0.517 0.185 -0.159
H -0.125 0.066 -0.416
H 0.130 -0.760 -0.219
H 0.325 0.393 -0.085
H -0.932 -0.594 0.146
H -0.030 0.524 -0.046
H -0.004 -0.306 -0.045

---

3.
# C16H27Br3Cl12O5P2S

5 unconnected molecules or ions with the total composition C16H27Br3Cl12O5P2S in a non-equilibrium geometry (ωB97M-V/def2-TZVPD, the OMol25 dataset).

## Properties
SMILES: CCCCCCCC[C@@H]1[C@@H](P(O)Br)[C@@H](Br)OS(=O)(=O)[C@@H]1P(O)Br.ClC(Cl)Cl.ClC(Cl)Cl.ClC(Cl)Cl.ClC(Cl)Cl
F_max, eV/A: 1.38
Electronic energy, a.u.: -15327.3451

Element x y z (Å)
Br (0.44523, 2.27971, -3.65685)
Br (-2.95086, -1.65209, -3.14554)
Br (0.93337, -5.62951, -0.85727)
Cl (-2.79041, -2.04062, 6.32152)
Cl (-7.72730, 5.97405, 3.32891)
Cl (-8.09855, 0.80954, 5.31004)
Cl (-2.48597, 1.27237, 1.69383)
Cl (-9.06966, 3.04438, 3.72727)
Cl (-7.00027, 3.46369, 5.72376)
Cl (-6.92791, 8.65996, 2.54107)
Cl (-0.21506, -0.79872, 5.82590)
Cl (-9.57046, 7.66571, 1.85690)
Cl (-1.81873, 0.04109, 8.09800)
Cl (-3.54224, -0.92534, 3.25979)
Cl (-5.34522, 0.75776, 1.72619)
S (-1.25220, -2.98026, -0.58224)
P (-0.61378, 0.27639, -3.81144)
P (1.66287, -3.52453, -0.64166)
O (-0.91697, -3.27294, 0.77375)
O (-2.03144, -1.56357, -0.49086)
O (0.55436, -0.77397, -4.27806)
O (-2.02645, -3.94008, -1.28409)
O (2.69064, -3.40845, -1.91382)
C (0.24220, -2.57958, -1.45328)
C (-1.36566, -1.31041, 7.06034)
C (5.17496, -0.68559, -3.02030)
C (-2.04350, -0.75167, -1.65152)
C (-7.87758, 7.23613, 2.10922)
C (-7.67336, 2.33886, 4.54264)
C (6.47268, -1.06391, -2.25718)
C (4.46600, 1.16260, -1.34528)
C (-3.73775, 0.02569, 1.79735)
C (1.16561, -0.55413, -0.17923)
C (6.21135, -2.11006, -1.17408)
C (0.53938, -1.06788, -1.51082)
C (2.67571, -0.31224, -0.29787)
C (-0.65107, -0.19273, -1.98546)
C (4.73771, 0.76442, -2.80589)
C (2.98803, 1.03537, -0.94392)
H (2.31399, -2.96101, -2.68175)
H (2.38330, 1.12069, -1.84856)
H (7.20762, -1.43856, -2.96815)
H (-7.49006, 6.84916, 1.17648)
H (2.66657, 1.85179, -0.29302)
H (3.11757, -1.07483, -0.94408)
H (5.38557, -0.79558, -4.08642)
H (-2.68942, 0.08737, -1.41709)
H (0.60376, -0.79110, -5.24306)
H (-3.63059, -0.63488, 0.94804)
H (0.70906, 0.39962, 0.09400)
H (-6.91555, 2.14312, 3.79587)
H (0.12156, -2.95857, -2.47286)
H (1.30694, -0.95674, -2.27431)
H (3.84122, 0.97401, -3.39723)
H (5.57438, -1.68067, -0.39814)
H (6.85415, -0.14751, -1.80350)
H (5.68943, -2.96888, -1.59547)
H (4.38652, -1.39379, -2.75508)
H (-0.58134, 0.75987, -1.46358)
H (5.04919, 0.50915, -0.69073)
H (4.81713, 2.17532, -1.14842)
H (5.51428, 1.40746, -3.22788)
H (3.15652, -0.38791, 0.67866)
H (7.13628, -2.43697, -0.69983)
H (0.95335, -1.24329, 0.63892)
H (-0.88716, -2.06030, 7.67558)

Cartesian forces, eV/Å:
Br 0.162 -0.188 0.075
Br 0.011 0.001 0.034
Br -0.042 0.085 -0.160
Cl -0.023 -0.077 0.095
Cl 0.085 0.241 -0.073
Cl 0.030 -0.004 -0.031
Cl 0.018 -0.031 -0.111
Cl -0.079 -0.232 0.046
Cl 0.012 0.016 -0.017
Cl 0.005 -0.008 -0.006
Cl 0.005 -0.007 -0.001
Cl -0.002 -0.004 -0.012
Cl 0.002 -0.009 0.007
Cl 0.023 0.055 -0.055
Cl -0.051 0.013 -0.072
S 0.179 -0.880 1.054
P -0.340 0.230 -0.040
P 0.253 -0.130 0.040
O 0.108 0.467 0.188
O 0.223 0.067 -0.462
O 0.104 0.066 -0.083
O -0.172 0.268 -0.476
O -0.073 0.267 0.085
C -0.359 0.073 -0.592
C 0.002 0.055 -0.051
C 0.498 0.079 -0.136
C -0.045 0.286 0.053
C 0.015 0.020 0.044
C -0.058 -0.039 0.032
C -0.672 0.020 0.025
C -0.129 -0.117 0.100
C 0.005 -0.037 0.157
C -0.035 0.199 0.003
C 0.089 0.326 -0.041
C 0.279 0.432 0.597
C -0.170 0.035 -0.260
C 0.140 -0.438 -0.355
C -0.019 0.114 0.061
C 0.075 -0.189 -0.132
H 0.085 -0.227 -0.184
H -0.093 0.126 -0.035
H 0.130 0.053 0.055
H 0.001 0.003 -0.006
H 0.065 -0.026 0.106
H 0.079 -0.175 0.213
H -0.269 -0.147 -0.061
H -0.219 -0.153 0.066
H 0.029 -0.069 0.039
H 0.011 0.005 -0.008
H -0.114 -0.048 0.084
H 0.036 -0.014 0.019
H -0.203 -0.118 0.055
H 0.141 -0.022 0.014
H -0.004 -0.022 -0.051
H -0.059 -0.109 0.050
H 0.321 -0.083 -0.007
H 0.054 -0.100 0.051
H -0.080 0.030 -0.052
H -0.027 0.015 0.040
H 0.101 0.132 0.090
H -0.016 0.055 -0.117
H 0.076 -0.003 0.074
H 0.014 -0.025 0.028
H -0.001 -0.093 0.001
H -0.112 -0.004 0.008
H 0.001 -0.005 0.000